(1)
C20H41B3Br14FNO5 as an isolated structure at a distorted geometry, computed with ωB97M-V/def2-TZVPD.

As for the spin multiplicity: 1. The relative energy (zero: lowest compared OMol25 entry of this formula, charge and spin) comes out at 0.0000 eV.

CARTESIAN COORDINATES (ANGSTROEM)
C (-3.5852, 1.5955, 2.8104)
C (-2.0998, 1.3359, 2.4660)
C (-1.1500, 2.0612, 3.4200)
F (-1.3836, 3.4316, 3.4441)
B (0.3448, 1.6591, 3.0460)
O (1.3013, 1.4564, 4.0305)
B (1.6080, 0.0872, 3.9293)
N (1.3109, -0.8074, 5.0121)
O (2.1543, -0.3152, 2.7126)
B (1.4905, 0.2407, 1.6255)
C (1.6155, -0.5041, 0.2259)
O (1.0252, -1.8322, 0.2593)
C (-0.3076, -1.7473, 0.5098)
C (-0.7654, -2.4317, 1.7723)
O (-1.0873, -1.1605, -0.2116)
O (0.7626, 1.4088, 1.7491)
H (-3.6252, 2.3888, 3.5499)
H (-4.0051, 0.6816, 3.2135)
H (-4.1024, 1.9091, 1.9122)
H (-1.8324, 1.6438, 1.4572)
H (-1.8607, 0.2745, 2.5676)
H (-1.3571, 1.6698, 4.4214)
H (0.7455, -1.5634, 4.6252)
H (0.6647, -0.3051, 5.6131)
H (2.6834, -0.5915, 0.0322)
H (1.1778, 0.0824, -0.5910)
H (-0.1547, -2.1197, 2.6141)
H (-0.6248, -3.5015, 1.6247)
H (-1.8200, -2.2551, 1.9208)
Br (-1.6342, -7.3716, -0.1097)
C (-3.3146, -6.5032, -0.5748)
C (-3.2586, -5.0217, -0.3230)
Br (-3.4193, -4.6078, 1.5694)
H (-4.0938, -6.9976, -0.0047)
H (-3.4587, -6.7050, -1.6334)
H (-4.1022, -4.5145, -0.7889)
H (-2.3326, -4.5691, -0.6659)
Br (-6.3234, -0.2307, 1.1589)
C (-7.8749, 0.6302, 0.3634)
C (-7.7740, 2.1300, 0.4407)
Br (-8.1605, 2.7841, 2.2316)
H (-8.7487, 0.2390, 0.8734)
H (-7.8846, 0.3033, -0.6741)
H (-8.5185, 2.5950, -0.2017)
H (-6.7881, 2.4982, 0.1777)
Br (0.8475, 1.7106, -2.0136)
C (1.9517, 3.3127, -2.1027)
C (3.4114, 2.9647, -2.1521)
Br (4.0762, 2.4274, -0.4012)
H (1.6916, 3.9215, -1.2428)
H (1.6510, 3.8254, -3.0140)
H (3.9999, 3.8356, -2.4263)
H (3.6315, 2.1524, -2.8343)
Br (4.9446, 4.9471, -4.9920)
C (5.7250, 3.7652, -6.3285)
C (4.7335, 2.7528, -6.8363)
Br (4.4510, 1.3104, -5.5613)
H (6.5979, 3.3104, -5.8726)
H (6.0396, 4.4223, -7.1362)
H (5.1127, 2.2681, -7.7331)
H (3.7601, 3.1848, -7.0425)
Br (1.4593, -4.1798, 4.4392)
C (3.3014, -3.6314, 4.1427)
C (4.2553, -4.7832, 4.3052)
Br (4.5488, -5.2164, 6.1797)
H (3.4969, -2.8143, 4.8300)
H (3.3258, -3.2566, 3.1212)
H (5.2355, -4.5198, 3.9147)
H (3.9059, -5.6906, 3.8243)
Br (-5.8469, -2.9753, -2.2540)
C (-5.1270, -4.0554, -3.7030)
C (-6.1355, -5.0528, -4.2056)
Br (-6.3161, -6.5622, -2.9905)
H (-4.2219, -4.5232, -3.3279)
H (-4.8681, -3.3471, -4.4866)
H (-5.8087, -5.4820, -5.1500)
H (-7.1252, -4.6254, -4.3253)
Br (7.5877, 7.3291, -3.0050)
C (7.3072, 7.1545, -1.0876)
C (6.3510, 6.0384, -0.7635)
Br (4.5079, 6.5533, -1.1174)
H (6.9634, 8.1196, -0.7313)
H (8.2904, 6.9446, -0.6727)
H (6.3830, 5.8055, 0.2985)
H (6.5411, 5.1356, -1.3352)

(2)
A 2-piece molecular cluster, C20H41F3NO4S overall at a distorted geometry, computed with ωB97M-V/def2-TZVPD.

As for the spin multiplicity: 1. The relative energy (zero: lowest compared OMol25 entry of this formula, charge and spin) comes out at 0.4910 eV. The net charge is -1.

CARTESIAN COORDINATES (ANGSTROEM)
C (4.0946, 0.1674, 2.4083)
C (4.7981, -0.0566, 1.0662)
C (4.2655, 0.8444, -0.0654)
C (4.0567, 0.1345, -1.4178)
C (2.6478, 0.3350, -2.0123)
C (1.6985, -0.8250, -1.6892)
C (1.0834, -0.6591, -0.3025)
C (0.1768, -1.7962, 0.1647)
C (-0.7999, -2.3321, -0.8865)
C (-2.1563, -1.6298, -0.8873)
C (-2.9392, -1.8049, 0.4239)
C (-3.0282, -0.5815, 1.3394)
C (-3.8102, 0.5854, 0.6869)
C (-2.9145, 1.7282, 0.1481)
C (-2.8271, 2.8819, 1.1535)
C (-2.4449, 4.2457, 0.5982)
C (-1.1367, 4.3196, -0.2460)
N (-0.1412, 3.3558, 0.1660)
C (-1.4851, 4.2519, -1.7543)
O (-0.4635, 3.6674, -2.5333)
C (-0.8062, 2.4668, -3.1919)
H (3.0607, 0.4354, 2.2455)
H (4.5845, 0.9373, 2.9964)
H (4.1392, -0.7419, 2.9950)
H (4.6399, -1.0939, 0.7910)
H (5.8663, 0.0728, 1.1967)
H (4.9460, 1.6829, -0.1966)
H (3.3220, 1.2517, 0.2734)
H (4.2040, -0.9367, -1.3312)
H (4.8060, 0.5133, -2.1039)
H (2.2222, 1.2623, -1.6343)
H (2.7364, 0.4528, -3.0885)
H (0.8907, -0.7669, -2.4130)
H (2.2135, -1.7738, -1.7683)
H (1.9101, -0.6172, 0.4019)
H (0.6069, 0.3115, -0.2377)
H (0.7676, -2.5816, 0.6177)
H (-0.4290, -1.4022, 0.9728)
H (-1.0064, -3.3708, -0.6458)
H (-0.4056, -2.3396, -1.8985)
H (-2.0696, -0.5881, -1.1871)
H (-2.7364, -2.1102, -1.6738)
H (-3.9654, -2.0691, 0.1822)
H (-2.5201, -2.6622, 0.9431)
H (-2.0596, -0.2214, 1.6655)
H (-3.6010, -0.8961, 2.2080)
H (-4.5136, 1.0024, 1.4018)
H (-4.3706, 0.1565, -0.1386)
H (-3.3086, 2.0414, -0.8147)
H (-1.9305, 1.3111, 0.0004)
H (-3.8267, 2.9818, 1.5725)
H (-2.1845, 2.5764, 1.9726)
H (-2.3370, 4.9785, 1.3918)
H (-3.2601, 4.6175, -0.0217)
H (-0.7214, 5.2990, -0.0334)
H (-0.0660, 2.5752, -0.4651)
H (0.7588, 3.7729, 0.3404)
H (-1.6438, 5.2723, -2.1037)
H (-2.4346, 3.7404, -1.8738)
H (-0.2450, 2.4123, -4.1192)
H (-1.8626, 2.4073, -3.4475)
H (-0.5349, 1.5871, -2.6055)
C (0.6259, -6.4415, 2.7936)
F (1.7288, -7.1827, 2.5601)
F (-0.2831, -7.2420, 3.3852)
F (0.9631, -5.4838, 3.6838)
S (-0.0360, -5.7121, 1.2367)
O (-0.3386, -6.8670, 0.4195)
O (1.0329, -4.8831, 0.7158)
O (-1.2031, -4.9669, 1.6699)

(3)
C20H41MoN2P3Se as an isolated structure at a distorted geometry, computed with ωB97M-V/def2-TZVPD.

As for the expectation value of S²: 2.038. As for the spin multiplicity: 3. The relative energy (zero: lowest compared OMol25 entry of this formula, charge and spin) comes out at 0.0000 eV. The net charge is +4.

CARTESIAN COORDINATES (ANGSTROEM)
Mo (0.2350, 0.7665, 0.3259)
P (1.2720, -0.8358, 2.2222)
P (2.3095, 0.5176, -0.9200)
P (-2.0773, -0.1025, 0.9996)
H (-0.3498, 1.3275, -3.1929)
C (-1.1106, 1.0979, -2.4152)
C (-0.7340, 1.7295, -1.1107)
H (0.2458, 2.2835, -1.3260)
C (1.6394, -2.6288, 2.1285)
C (2.9265, -0.2433, 2.7448)
C (0.4057, -0.8146, 3.8295)
C (2.2984, 1.0769, -2.6538)
C (3.5322, 1.6764, -0.1988)
C (3.2715, -1.0355, -1.0681)
C (-3.4613, 0.3168, -0.1068)
C (-2.5785, 0.7599, 2.5485)
C (-2.4596, -1.8603, 1.3959)
H (-2.1214, 1.3900, -2.7636)
H (-1.5378, 2.3752, -0.6943)
H (2.1835, -2.9329, 3.0348)
H (2.2552, -2.8566, 1.2542)
H (0.7087, -3.2005, 2.0696)
H (3.2009, -0.7384, 3.6874)
H (2.9215, 0.8387, 2.9098)
H (3.6780, -0.4886, 1.9873)
H (1.0419, -1.3097, 4.5765)
H (-0.5439, -1.3532, 3.7628)
H (0.2109, 0.2064, 4.1705)
H (3.3140, 1.0804, -3.0853)
H (1.9008, 2.0984, -2.6960)
H (1.6536, 0.4145, -3.2447)
H (4.4195, 1.7399, -0.8565)
H (3.8472, 1.3364, 0.7981)
H (3.1009, 2.6840, -0.0957)
H (4.1118, -0.8672, -1.7665)
H (2.6314, -1.8415, -1.4609)
H (3.6791, -1.3470, -0.0963)
H (-4.4196, -0.0077, 0.3327)
H (-3.3331, -0.1800, -1.0784)
H (-3.5081, 1.4019, -0.2722)
H (-3.6494, 0.5796, 2.7411)
H (-2.4115, 1.8422, 2.4546)
H (-1.9878, 0.3809, 3.3936)
H (-3.5498, -1.9655, 1.5249)
H (-1.9646, -2.1764, 2.3238)
H (-2.1269, -2.5102, 0.5732)
C (-1.2145, -2.5952, -2.6491)
C (-1.6143, -1.3649, -3.1597)
C (-2.4147, -1.3390, -4.3039)
C (-2.8970, -2.5370, -4.8726)
C (-2.5320, -3.7675, -4.2983)
C (-1.6925, -3.7983, -3.1963)
Se (0.0266, -2.8503, -1.2014)
H (-0.2118, -1.4062, -0.9485)
H (-1.2526, -0.3427, -2.6097)
H (-2.6930, -0.3814, -4.7714)
H (-3.5535, -2.5280, -5.7418)
H (-2.8823, -4.7092, -4.6979)
H (-1.3559, -4.7197, -2.7269)
N (0.8572, 3.9417, 2.9603)
C (0.4891, 4.7580, 1.8888)
C (0.1896, 3.8933, 0.8702)
N (0.3689, 2.5862, 1.3172)
C (0.7764, 2.6588, 2.5771)
H (1.1566, 4.2285, 3.8961)
H (0.4727, 5.8310, 1.9600)
H (-0.1256, 4.0120, -0.1556)
H (1.0330, 1.8052, 3.1763)